A single C6H12O molecule. Source: the OMol25 dataset; level of theory: wB97M-V/def2-TZVPD.

For the LUMO energy, the calculation gives 0.9 eV. As for the structure (SMILES): CC[C@@]1(C)C[C@H]1O. As for the energy relative to the best compared isomer or geometry (same formula, charge and spin): 126.5 kJ/mol.

```
! wB97M-V def2-TZVPD RIJCOSX def2/J DEFGRID3
* xyz 0 1
C 2.123 0.100 -0.452
C 1.043 -0.145 0.603
C -0.399 -0.240 0.111
C -0.547 -1.121 -1.118
C -1.450 -0.221 1.207
C -1.380 0.913 0.243
O -0.966 2.179 0.662
H 2.080 1.097 -0.900
H 2.058 -0.634 -1.262
H 3.114 -0.022 -0.001
H 1.119 0.580 1.419
H 1.261 -1.131 1.046
H -0.591 -0.496 -2.018
H 0.327 -1.769 -1.219
H -1.432 -1.761 -1.081
H -1.107 -0.040 2.223
H -2.301 -0.899 1.148
H -2.214 0.956 -0.464
H -0.736 2.653 -0.148
*
```